Entry from OMol25: a molecular structure, C28H26F7N2O9S in a non-equilibrium geometry (ωB97M-V with the def2-TZVPD basis set).

XYZ file:
```
73
Properties=species:S:1:pos:R:3:forces:R:3
C 2.0071 -4.6822 -4.0192 0.6 0.2 -0.3
O 2.1538 0.8116 -3.5589 -0.3 0.7 0.9
H -2.3763 -0.4684 1.3513 -0.1 -0.5 0.1
C -0.9267 2.7222 0.6769 -0.7 0.6 -0.8
C -3.1714 4.4150 -1.9445 -0.2 -1.2 0.6
H 0.9536 -2.4799 -0.2489 -0.8 0.7 0.4
C 2.2143 2.1616 -1.5969 0.5 -0.2 0.1
C 0.3101 -1.6147 0.0065 0.0 2.3 0.2
C 1.0645 -4.4715 -1.9980 0.1 0.0 0.5
H -3.1592 5.3545 -2.5053 0.0 -0.5 0.2
C 1.1369 4.1644 0.0224 1.6 1.7 -0.5
C 0.0948 -1.4744 1.5604 0.2 -1.1 -0.6
C 2.4363 4.4418 -0.7032 -1.7 -2.1 0.1
H 2.2404 -5.7342 -4.1982 -0.2 0.0 0.0
C -2.1309 4.0987 -1.0632 0.1 0.3 -0.2
O 2.2501 -4.3679 -2.6498 -0.4 -0.1 0.0
H -2.2402 -3.6885 0.9268 0.6 -0.1 0.2
O 3.9528 0.5730 -2.2848 -0.2 0.8 1.0
H -5.0439 3.7530 -2.7709 0.2 -0.4 0.4
H 4.4738 -1.2066 3.6420 0.0 0.2 0.0
H -3.2123 1.0932 0.1757 0.1 0.4 -0.3
F 4.4865 1.2566 4.0703 0.0 0.1 0.1
F -5.8279 0.8932 -0.2328 0.1 0.1 -0.7
C 0.4022 2.9134 -0.0681 0.5 -0.5 0.1
O 0.0374 -4.7011 -2.8666 0.4 0.4 0.0
C -2.1189 2.9199 -0.2907 -0.3 -0.1 -0.3
O 2.3744 0.4980 4.2548 0.1 -0.4 0.5
H -0.6666 -1.4140 -1.9073 -0.3 0.0 0.5
C -1.1642 -2.1828 2.1419 -0.3 0.1 0.4
O 2.7948 -1.6554 4.7596 0.0 0.4 0.0
H -3.3729 -1.9147 1.8260 0.4 0.3 -0.1
S 1.9322 6.4365 0.5473 0.2 -1.8 -1.0
F -1.0162 1.5164 1.3137 0.1 0.4 -0.3
H 0.1742 -0.4069 1.8248 -0.5 -0.5 0.1
H -0.9817 -2.2855 3.2297 0.1 0.1 -0.6
H -2.6477 -0.8583 3.0498 0.0 -0.1 -0.6
C 0.9483 1.9081 -0.8585 0.7 1.4 0.0
C -1.3750 -3.6474 1.6186 -0.1 0.3 0.5
H -0.4668 -4.0719 1.1526 -0.5 0.3 0.1
C -4.2385 3.4895 -2.0765 0.6 0.5 0.2
C 2.8996 3.3434 -1.5333 0.2 0.5 0.2
C -0.9872 -1.5684 -0.8506 0.9 -0.9 -0.8
C -2.4734 -1.3124 2.0496 0.3 0.0 0.7
F -0.0483 -5.2122 -5.0632 -0.1 0.0 0.0
H 1.8402 -0.7265 -1.2453 -0.2 0.5 0.3
O 0.9382 -4.3629 -0.8237 0.1 -0.7 -0.3
F -1.1010 3.6815 1.6594 0.3 -0.6 -0.3
H 4.7560 -1.3411 5.3881 -0.2 -0.1 0.1
C 1.1733 -0.3607 -0.4382 0.4 -1.8 -0.5
H -1.4768 -2.5588 -0.8337 -0.1 0.6 0.2
H -1.6240 -4.2876 2.4926 0.1 0.3 -0.6
C 4.0552 -0.9987 4.6287 0.4 -0.5 0.2
C 2.8436 1.0805 -2.5354 -0.4 -1.1 -1.7
H -1.2912 4.8015 -0.9710 -0.4 -0.3 0.0
F -4.9290 0.2052 -2.0987 -0.9 0.4 0.1
H -1.6624 -0.7344 -0.6170 0.3 -0.5 0.1
O 0.3416 0.7026 -0.9719 0.4 0.4 0.9
H 0.9737 -1.9692 2.0355 -0.4 0.3 -0.3
F -6.4492 1.8356 -2.0980 0.5 -0.6 0.1
O 0.6805 -0.9883 4.3591 0.2 0.1 0.3
N 0.8292 5.2592 0.6985 -1.0 0.0 0.7
H 0.3049 -3.3510 -4.3959 -0.1 -0.1 -0.1
H 1.8004 -0.0087 0.4049 -0.4 0.1 -0.4
C -5.3863 1.3112 -1.4503 1.2 0.3 0.5
H 2.6192 -4.0684 -4.6770 0.0 0.1 0.2
C 3.6781 0.4485 4.7972 0.1 0.3 -0.6
C 0.5380 -4.3898 -4.1540 -0.3 -0.3 -0.1
H 3.8212 3.4774 -2.1172 -0.4 -0.2 0.3
C -3.1764 2.0146 -0.4175 -0.2 0.3 -0.3
N 2.9473 5.6283 -0.4885 0.0 0.4 0.2
C 1.8336 -0.7418 4.4478 -0.6 -0.1 -0.2
C -4.2258 2.3053 -1.3240 -0.2 0.4 0.1
H 3.6561 0.7918 5.8344 0.1 0.1 -0.1
```
Forces are in eV/Å.

Properties
Spin multiplicity: 1
Orbital gap, eV: 7.0213
E_LUMO, eV: 2.15
E_HOMO, eV: -4.87
Net charge: -1

Entry from OMol25: 2 unconnected molecules or ions with the total composition C3H9N2O2S in a non-equilibrium geometry (ωB97M-V with the def2-TZVPD basis set).

XYZ file:
```
17
Properties=species:S:1:pos:R:3:forces:R:3
H 1.8934 0.3594 -0.4546 0.2 -0.2 -0.4
C -0.6597 0.6644 -0.6723 -0.6 1.6 1.5
H -1.6031 0.1875 -0.4323 0.0 -0.5 -0.6
H 1.8962 -0.8887 2.0555 0.0 0.1 -0.4
H 1.1076 -2.4125 2.0997 -0.4 -0.1 0.0
H 0.7769 -1.6351 -1.6446 -0.2 0.2 0.1
H -0.1884 1.0597 1.4577 -0.1 0.7 -0.5
H 1.7829 1.7424 0.3382 -0.3 0.1 -0.1
N 1.0656 -1.4326 1.8948 0.6 0.6 0.1
H -0.3555 -2.3703 -2.3356 -0.9 0.2 0.0
O 0.5679 -2.4241 -2.1463 1.1 -0.4 -0.1
C 0.1878 0.5064 0.5931 0.2 -1.7 0.2
H -0.1507 0.2794 -1.5566 0.0 -0.3 0.0
S -1.0460 2.4521 -0.8735 0.3 0.1 -0.4
C 0.0297 -0.9128 1.1610 -0.3 -1.6 0.1
N 1.6122 0.7482 0.4292 0.4 0.6 0.5
O -0.9769 -1.6025 1.0262 0.2 0.5 -0.2
```
Forces are in eV/Å.

Properties
Spin multiplicity: 1
Orbital gap, eV: 6.2507
E_LUMO, eV: 3.60
E_HOMO, eV: -2.65
Net charge: -1

> Which of these has the lowest E_HOMO?

C28H26F7N2O9S

Please write out number 2 again, unchanged.
Entry from OMol25: 2 unconnected molecules or ions with the total composition C3H9N2O2S in a non-equilibrium geometry (ωB97M-V with the def2-TZVPD basis set).

XYZ file:
```
17
Properties=species:S:1:pos:R:3:forces:R:3
H 1.8934 0.3594 -0.4546 0.2 -0.2 -0.4
C -0.6597 0.6644 -0.6723 -0.6 1.6 1.5
H -1.6031 0.1875 -0.4323 0.0 -0.5 -0.6
H 1.8962 -0.8887 2.0555 0.0 0.1 -0.4
H 1.1076 -2.4125 2.0997 -0.4 -0.1 0.0
H 0.7769 -1.6351 -1.6446 -0.2 0.2 0.1
H -0.1884 1.0597 1.4577 -0.1 0.7 -0.5
H 1.7829 1.7424 0.3382 -0.3 0.1 -0.1
N 1.0656 -1.4326 1.8948 0.6 0.6 0.1
H -0.3555 -2.3703 -2.3356 -0.9 0.2 0.0
O 0.5679 -2.4241 -2.1463 1.1 -0.4 -0.1
C 0.1878 0.5064 0.5931 0.2 -1.7 0.2
H -0.1507 0.2794 -1.5566 0.0 -0.3 0.0
S -1.0460 2.4521 -0.8735 0.3 0.1 -0.4
C 0.0297 -0.9128 1.1610 -0.3 -1.6 0.1
N 1.6122 0.7482 0.4292 0.4 0.6 0.5
O -0.9769 -1.6025 1.0262 0.2 0.5 -0.2
```
Forces are in eV/Å.

Properties
Spin multiplicity: 1
Orbital gap, eV: 6.2507
E_LUMO, eV: 3.60
E_HOMO, eV: -2.65
Net charge: -1

> Which of these has the highest orbital gap?

C28H26F7N2O9S